*one*
Computed, not measured: a 2-piece molecular cluster, C7H14O2 overall, with the ωB97M-V functional and the def2-TZVPD basis.

Last column: Löwdin charge in e.
CARTESIAN COORDINATES (ANGSTROEM)
C: -0.866 0.264 1.373  -0.243
C: 0.649 0.299 1.237  -0.294
C: -1.050 0.324 -0.894  -0.143
C: 1.210 1.692 1.005  -0.052
C: 1.736 -0.583 -1.011  -0.007
C: -1.958 -0.830 -1.229  -0.152
C: 0.719 -0.666 0.077  -0.392
O: -1.404 -0.814 1.752  -0.033
O: 0.290 -1.871 0.351  0.045
H: -0.489 -1.724 1.067  0.103
H: -1.384 1.221 1.481  0.139
H: 1.113 -0.159 2.122  0.157
H: -1.611 1.240 -0.720  0.070
H: -0.376 0.587 -1.708  0.062
H: 2.286 1.669 0.825  0.083
H: 1.026 2.313 1.884  0.085
H: 0.731 2.180 0.155  0.083
H: 1.398 -1.165 -1.868  0.097
H: 1.938 0.443 -1.308  0.082
H: 2.667 -1.029 -0.646  0.102
H: -2.680 -0.559 -2.005  0.071
H: -2.539 -1.132 -0.354  0.068
H: -1.406 -1.700 -1.588  0.069

gap between HOMO and LUMO = 8.86 eV
M = 130.187 g mol⁻¹
charge = 0



*two*
Computed, not measured: a 2-piece molecular cluster, C7H14O2 overall, with the ωB97M-V functional and the def2-TZVPD basis.

Last column: Löwdin charge in e.
CARTESIAN COORDINATES (ANGSTROEM)
C: 1.107 -0.939 -0.011  -0.214
C: 1.123 0.207 0.988  -0.196
C: 2.555 0.816 0.790  -0.200
C: 2.857 0.522 -0.686  -0.228
C: 2.437 -0.900 -0.808  -0.215
H: 0.886 -1.884 0.450  0.095
H: 0.270 -0.847 -0.754  0.104
H: 0.967 -0.081 2.002  0.093
H: 0.375 0.987 0.745  0.096
H: 3.246 0.322 1.463  0.099
H: 2.536 1.896 1.056  0.109
H: 3.946 0.691 -0.907  0.120
H: 2.186 1.224 -1.261  0.128
H: 3.203 -1.537 -0.370  0.106
H: 2.331 -1.257 -1.839  0.107
C: -2.497 1.283 -0.639  -0.026
C: -2.627 0.024 0.026  -0.676
O: -3.643 -0.648 0.148  0.073
O: -1.450 -0.495 0.244  0.019
H: -3.431 1.586 -1.425  0.162
H: -2.543 2.050 0.238  0.118
H: -1.382 1.318 -1.173  0.146
H: -1.575 -1.396 0.682  0.180

gap between HOMO and LUMO = 10.97 eV
M = 130.187 g mol⁻¹
SMILES string = C1CCCC1.CC(=O)O
charge = 0



Stability verdict: *two*, ahead by 0.0634 hartree



*one*
Computed, not measured: a 2-piece molecular cluster, C3H4NP overall, with the ωB97M-V functional and the def2-TZVPD basis.

Last column: Löwdin charge in e.
CARTESIAN COORDINATES (ANGSTROEM)
C: 0.557 -0.901 -0.191  -0.332
C: -0.764 -0.790 -0.344  -0.378
C: 0.589 1.186 0.367  -0.379
N: 1.314 0.141 0.215  -0.048
P: -1.158 0.966 -0.138  0.898
H: 1.551 -2.179 -1.049  0.197
H: -1.449 -1.533 -0.704  0.042
H: 1.026 2.121 0.683  0.061
H: -1.666 0.990 1.162  -0.062

gap between HOMO and LUMO = 9.56 eV
M = 85.046 g mol⁻¹
charge = 0



*two*
Computed, not measured: the molecule C3H4NP, with the ωB97M-V functional and the def2-TZVPD basis.

Last column: Löwdin charge in e.
CARTESIAN COORDINATES (ANGSTROEM)
C: -0.553 -0.400 0.339  -0.181
C: 0.579 -1.263 0.059  -0.274
N: 1.376 -0.904 -0.906  -0.225
P: 0.723 0.503 -1.672  0.821
C: -0.532 0.709 -0.448  -0.372
H: -1.225 -0.242 1.176  0.093
H: 0.872 -2.108 0.556  0.066
H: 1.906 1.268 -1.365  -0.038
H: -1.539 1.348 -0.610  0.111

gap between HOMO and LUMO = 9.44 eV
M = 85.046 g mol⁻¹
SMILES string = c1cn[pH]c1
charge = 0



*three*
Computed, not measured: the molecule C3H4NP, with the ωB97M-V functional and the def2-TZVPD basis.

Last column: Löwdin charge in e.
CARTESIAN COORDINATES (ANGSTROEM)
C: 2.253 0.627 -0.226  0.058
C: -1.416 1.380 -0.086  -0.274
C: 0.368 -0.915 -0.010  -0.399
N: 1.413 -0.218 -0.098  -0.149
P: -1.308 -0.284 -0.175  0.799
H: 2.561 1.180 0.702  0.074
H: -2.405 1.622 0.106  -0.134
H: 0.626 -1.951 0.158  0.072
H: -2.092 -1.441 -0.370  -0.047

gap between HOMO and LUMO (alpha / beta) = 7.84 / 7.84 eV
M = 85.046 g mol⁻¹
charge = 0



Stability verdict: *two*, ahead by 0.1029 hartree



*one*
Computed, not measured: an isolated ion of composition C4H10NO2S and charge +1, with the ωB97M-V functional and the def2-TZVPD basis.

Last column: Löwdin charge in e.
CARTESIAN COORDINATES (ANGSTROEM)
C: 1.758 -0.213 -1.279  -0.118
C: -1.802 -0.420 1.057  0.013
C: -1.667 1.325 -0.775  -0.017
C: -1.051 0.195 -0.108  -0.260
N: 0.219 -0.268 -0.458  0.066
O: 2.115 0.779 1.189  -0.413
O: 2.505 -1.616 0.495  -0.342
S: 2.782 -0.008 0.191  0.894
H: 1.689 0.730 -1.878  0.104
H: -1.785 0.374 1.811  0.116
H: -2.871 -0.378 0.911  0.100
H: -1.448 -1.317 1.525  0.095
H: -1.191 1.581 -1.788  0.132
H: -1.620 2.156 0.057  0.165
H: -2.729 1.286 -0.788  0.081
H: 3.108 -1.979 1.244  0.141
H: 1.628 -1.263 -1.738  0.137
H: 0.360 -0.963 0.332  0.107

gap between HOMO and LUMO = 10.03 eV
M = 136.196 g mol⁻¹
charge = +1



*two*
Computed, not measured: C4H10NO2S as an isolated structure, with the ωB97M-V functional and the def2-TZVPD basis.

Last column: Löwdin charge in e.
CARTESIAN COORDINATES (ANGSTROEM)
C: 0.859 -0.817 0.730  -0.052
C: -0.695 -1.066 -0.955  -0.013
C: 0.306 0.645 0.848  -0.317
C: -0.640 0.838 -0.360  -0.670
N: -0.200 -1.759 0.244  0.017
O: 1.383 1.515 0.731  -0.001
O: -1.895 1.161 -0.119  -0.022
S: 0.011 1.779 -1.836  0.828
H: 1.697 -0.763 -0.039  0.175
H: 1.249 -1.265 1.548  0.101
H: -1.758 -1.290 -1.154  0.123
H: 0.152 -1.169 -1.686  0.122
H: -0.343 0.742 1.757  0.182
H: 0.376 -2.561 -0.050  0.184
H: -0.866 -2.073 0.976  0.208
H: 1.189 2.234 1.229  0.066
H: -2.192 2.046 -0.418  0.134
H: 1.366 1.804 -1.447  -0.065

gap between HOMO and LUMO = 9.48 eV
M = 136.196 g mol⁻¹
charge = +1



*three*
Computed, not measured: a 3-piece molecular cluster, C4H10NO2S overall, with the ωB97M-V functional and the def2-TZVPD basis.

Last column: Löwdin charge in e.
CARTESIAN COORDINATES (ANGSTROEM)
C: 0.423 -0.886 -1.511  0.031
C: -1.618 0.041 1.459  -0.076
C: -0.326 1.590 -0.893  0.249
C: -0.629 -0.805 0.794  -0.238
N: -0.250 -0.402 -0.561  -0.002
O: 2.549 -0.484 -0.996  -0.446
O: 2.505 -0.054 1.272  -0.389
S: 3.315 -0.022 0.135  0.982
H: 0.590 -1.901 -1.380  0.104
H: 0.653 -0.453 -2.437  0.105
H: -1.075 0.883 1.769  0.062
H: -2.384 0.429 0.777  0.088
H: -2.026 -0.552 2.332  0.128
H: -1.296 1.881 -0.456  0.072
H: 0.573 1.793 -0.536  0.007
H: -0.617 1.525 -1.941  0.079
H: -0.712 -1.846 0.755  0.114
H: 0.326 -0.737 1.416  0.129

gap between HOMO and LUMO = 10.08 eV
M = 136.196 g mol⁻¹
charge = +1



Stability verdict: *two*, ahead by 0.0255 hartree



*one*
Computed, not measured: C4F12KO12S4 as an isolated structure, with the ωB97M-V functional and the def2-TZVPD basis.

Last column: Löwdin charge in e.
CARTESIAN COORDINATES (ANGSTROEM)
K: -0.462 0.252 0.786  0.957
C: 2.908 -2.539 0.089  -0.646
F: 2.796 -1.911 -1.067  0.114
F: 2.567 -3.807 -0.115  0.111
F: 4.220 -2.439 0.369  0.091
S: 1.691 -1.705 1.345  0.520
O: 1.628 -2.624 2.456  -0.350
O: 2.282 -0.373 1.642  -0.349
O: 0.431 -1.627 0.626  -0.444
C: -0.100 -1.377 -2.963  -0.599
F: -0.380 -1.134 -4.211  0.139
F: -0.080 -2.729 -2.724  0.090
F: 1.104 -0.852 -2.648  0.064
S: -1.393 -0.470 -1.842  0.531
O: -1.406 0.952 -2.003  -0.301
O: -2.697 -0.968 -2.190  -0.342
O: -1.070 -0.984 -0.489  -0.582
C: 1.559 3.468 -1.087  -0.657
F: 2.508 3.798 -1.963  0.094
F: 1.947 3.776 0.121  0.141
F: 0.423 4.155 -1.377  0.092
S: 1.265 1.567 -1.330  0.604
O: 0.182 1.192 -0.482  -0.658
O: 0.930 1.439 -2.786  -0.345
O: 2.576 0.972 -0.949  -0.325
C: -2.429 0.557 3.643  -0.629
F: -2.900 1.495 4.473  0.106
F: -1.196 0.968 3.238  0.062
F: -2.325 -0.655 4.198  0.127
S: -3.463 0.455 2.067  0.602
O: -4.135 1.770 1.807  -0.378
O: -2.544 0.029 0.968  -0.442
O: -4.437 -0.650 2.398  -0.398

gap between HOMO and LUMO = 6.07 eV
M = 635.374 g mol⁻¹
charge = -3



*two*
Computed, not measured: C4F12KO12S4 as an isolated structure, with the ωB97M-V functional and the def2-TZVPD basis.

Last column: Löwdin charge in e.
CARTESIAN COORDINATES (ANGSTROEM)
K: 7.370 24.495 3.447  0.838
C: 9.665 27.802 3.788  -0.553
F: 9.120 27.336 4.967  0.072
F: 10.447 28.906 4.000  0.067
F: 10.363 26.787 3.218  0.099
S: 8.172 28.312 2.634  0.515
O: 7.383 29.290 3.385  -0.351
O: 8.604 28.858 1.319  -0.379
O: 7.577 26.969 2.514  -0.425
C: 5.889 27.057 6.810  -0.592
F: 5.288 27.768 7.762  0.107
F: 6.565 27.887 5.977  0.099
F: 6.643 26.041 7.279  0.103
S: 4.443 26.167 5.708  0.575
O: 3.545 25.432 6.662  -0.405
O: 3.816 27.281 4.945  -0.392
O: 5.110 25.213 4.732  -0.456
C: 10.311 23.704 -0.379  -0.679
F: 10.415 24.978 -0.281  0.177
F: 9.925 23.358 -1.624  0.093
F: 11.410 23.007 -0.036  0.107
S: 8.845 23.194 0.783  0.455
O: 9.267 23.341 2.170  -0.431
O: 7.732 24.070 0.411  -0.349
O: 8.572 21.804 0.496  -0.338
C: 8.149 21.268 6.270  -0.507
F: 7.697 22.118 7.289  0.054
F: 9.202 21.933 5.630  0.058
F: 8.635 20.096 6.802  0.061
S: 6.729 20.886 5.068  0.476
O: 6.388 22.149 4.368  -0.406
O: 7.252 19.845 4.173  -0.350
O: 5.602 20.477 5.867  -0.342

gap between HOMO and LUMO = 7.80 eV
M = 635.374 g mol⁻¹
charge = -3



Stability verdict: *two*, ahead by 0.4286 hartree